9
Properties=species:S:1:pos:R:3:forces:R:3 method="wB97M-V/def2-TZVPD" energy_ha=-3285.3291 gap_ev="7.391 / 7.889" e_homo_ev="-8.389 / -8.574" relative_energy_kcal_mol=25.9
C -0.618877 -0.031119 -0.721311 -0.51 0.62 1.56
C 0.016719 -1.125151 -0.431707 1.52 0.23 0.97
C 1.640265 -0.768418 1.645685 0.56 0.89 0.21
Br 1.813550 -2.574656 2.048320 0.22 -0.49 0.28
I 0.441730 -2.969894 -1.123760 -0.22 0.15 -0.31
I 0.262227 0.264425 2.927043 0.60 -0.18 -0.54
H -1.282829 0.049598 -1.546613 -0.42 0.05 -0.84
H -0.722295 0.779637 0.053152 0.51 -0.72 -0.85
H 2.708497 -0.298787 1.671655 -2.26 -0.55 -0.49

122
Properties=species:S:1:pos:R:3:forces:R:3 method="wB97M-V/def2-TZVPD" energy_ha=-7074.4373 gap_ev="4.776 / 6.852" e_homo_ev="-2.644 / -4.721" charge=-1 multiplicity=2 s2=0.7631 relative_energy_kcal_mol=15.5
Ba 0.043005 0.301960 -0.652409 -1.15 -0.93 1.00
Cl 1.486106 -1.631629 1.787067 -0.01 -0.02 -0.02
C 0.498635 -2.994877 2.262223 0.03 0.00 0.03
C 1.158013 -4.001153 2.948556 0.04 0.09 -0.02
C 0.457608 -5.109337 3.388147 -0.02 -0.04 0.01
C -0.901532 -5.182313 3.131468 -0.07 0.02 -0.01
C -1.536846 -4.163941 2.440392 0.05 0.02 0.00
Cl -3.252198 -4.360517 2.184393 0.06 0.04 -0.03
C -0.876949 -3.011381 1.950405 -0.02 0.04 0.02
S -1.690621 -1.757321 1.064747 0.06 -0.40 0.16
H 2.220478 -3.903677 3.132783 -0.04 0.01 -0.01
H 0.963298 -5.903941 3.921646 -0.02 0.02 -0.01
H -1.484472 -6.031220 3.464687 0.00 0.03 -0.02
C 6.137846 3.528441 -2.300291 -0.06 0.06 -0.11
O 5.449002 4.497962 -3.106147 0.13 -0.01 0.23
C 4.841889 4.013968 -4.235796 0.14 -0.01 -0.11
C 5.297542 4.419759 -5.476701 0.03 0.02 -0.04
C 4.667631 3.974889 -6.631721 0.01 0.00 0.03
C 3.569603 3.135108 -6.528721 -0.03 -0.05 0.07
C 3.092896 2.747376 -5.282053 -0.11 0.03 -0.12
C 3.730207 3.174185 -4.121283 -0.13 -0.06 0.04
N 3.283379 2.891448 -2.826284 0.00 0.06 0.05
C 2.664318 1.767678 -2.315086 0.21 -0.14 0.22
N 2.778620 0.672775 -3.108876 -0.10 -0.18 0.17
C 2.584379 -0.746704 -2.863482 0.04 0.26 -0.06
C 1.589275 -1.276240 -2.058025 0.58 -0.32 -0.56
C 1.539213 -2.685161 -2.026136 0.01 0.03 0.02
C 2.387748 -3.494940 -2.762824 0.05 0.05 -0.02
C 3.376592 -2.920291 -3.564228 -0.11 -0.02 0.09
C 3.475842 -1.541580 -3.603842 0.02 -0.08 -0.03
O 4.418160 -0.869103 -4.357012 0.12 -0.02 -0.17
C 5.205844 -1.632811 -5.246920 -0.06 0.05 0.09
N 2.116618 1.783024 -1.127900 0.69 0.56 -0.55
C 2.073620 3.019473 -0.419742 0.22 -0.18 -0.20
C 2.711200 3.099207 0.811921 0.08 -0.02 0.03
C 2.732896 4.274661 1.554912 -0.05 -0.08 0.01
C 2.087327 5.395651 1.066335 -0.04 0.00 -0.02
C 1.405910 5.340334 -0.145266 0.00 -0.15 -0.07
C 1.385721 4.161389 -0.893419 -0.23 0.06 0.14
O 0.728378 4.012768 -2.061203 0.17 0.08 -0.12
C -0.012771 5.103117 -2.594450 0.17 0.03 0.09
H 7.187528 3.814680 -2.244993 0.03 0.02 -0.02
H 6.059676 2.529995 -2.730513 -0.02 -0.01 -0.01
H 5.715778 3.517729 -1.295858 -0.04 0.02 0.02
H 6.153484 5.082686 -5.515887 -0.03 -0.02 0.00
H 5.030657 4.289265 -7.602266 -0.02 -0.01 0.03
H 3.056854 2.793496 -7.419097 0.01 0.02 0.03
H 2.191681 2.151281 -5.206152 0.06 -0.01 0.01
H 3.423425 3.632797 -2.158280 -0.04 0.06 0.01
H 3.431832 0.813577 -3.864507 -0.01 -0.01 -0.04
H 0.793757 -3.175640 -1.397252 0.03 0.03 -0.01
H 2.295214 -4.575782 -2.726470 0.01 0.02 0.01
H 4.048244 -3.545346 -4.134828 0.00 -0.01 0.00
H 5.862245 -2.320538 -4.708155 0.02 -0.02 0.02
H 5.811748 -0.926986 -5.809289 0.00 0.04 0.00
H 4.581723 -2.205795 -5.936824 -0.03 -0.01 -0.02
H 3.205328 2.204788 1.175997 0.00 0.04 -0.02
H 3.244262 4.303245 2.508760 -0.01 0.00 -0.02
H 2.089633 6.319884 1.632140 0.00 -0.03 -0.02
H 0.888851 6.217184 -0.505826 -0.04 0.01 -0.04
H -0.451829 4.739416 -3.519064 0.04 0.02 0.04
H 0.640378 5.957230 -2.795892 0.03 0.01 -0.01
H -0.817864 5.399094 -1.919193 0.02 0.01 0.03
O -1.894848 -1.151231 -2.519113 0.14 0.03 0.13
H -1.287426 -1.889124 -2.655824 0.02 0.02 -0.03
H -1.700207 -0.515793 -3.219644 -0.07 -0.03 -0.04
Cl -0.413156 1.499494 2.100722 -0.08 0.42 0.51
C -0.785255 1.897263 5.957204 0.19 0.15 0.10
Si -2.088181 0.853287 5.119261 -0.01 0.09 0.03
C -1.531331 -0.911260 4.982737 0.07 -0.27 -0.12
C -3.656325 0.956660 6.141149 -0.22 0.04 0.07
Ge -2.484126 1.760966 2.965129 0.12 -0.07 -0.09
Si -2.560114 4.142834 2.967512 -0.10 -0.04 -0.02
C -3.048207 4.813888 1.296001 -0.08 0.05 -0.23
C -0.885737 4.807636 3.420552 0.30 0.08 0.11
C -3.801222 4.746101 4.235301 -0.22 -0.06 0.18
Si -4.339120 0.667015 1.932728 0.03 0.00 0.03
C -4.719539 -0.930164 2.797427 0.00 -0.22 0.23
C -5.663164 1.905627 2.435831 -0.14 0.20 0.06
C -4.346753 0.422935 0.098313 0.18 0.04 -0.29
H -0.499569 1.459231 6.920292 -0.01 0.06 -0.06
H -1.162275 2.909979 6.138829 0.06 -0.09 0.02
H 0.112230 1.976471 5.335084 -0.07 -0.01 0.06
H -1.511731 -1.376614 5.974523 0.03 -0.01 -0.07
H -0.531894 -0.980556 4.541215 -0.07 0.01 0.02
H -2.203133 -1.485625 4.336377 0.06 0.01 0.08
H -3.452010 0.637665 7.169654 -0.04 0.03 -0.07
H -4.440722 0.309826 5.737168 0.05 0.06 0.07
H -4.048093 1.979505 6.174071 0.03 -0.09 0.02
H -2.276775 4.609623 0.547474 -0.04 0.04 0.04
H -3.182618 5.900109 1.353749 0.00 -0.07 -0.03
H -3.984872 4.373055 0.938422 0.08 0.07 0.00
H -0.136003 4.511817 2.682480 -0.02 0.03 0.04
H -0.558872 4.435117 4.396833 -0.01 0.07 -0.09
H -0.921389 5.903034 3.460260 0.04 -0.08 0.00
H -4.815305 4.401969 4.003428 0.11 0.07 0.04
H -3.808782 5.841848 4.253292 -0.01 -0.08 0.02
H -3.548495 4.390403 5.241056 -0.03 0.07 -0.10
H -4.771615 -0.809528 3.884268 -0.05 -0.02 -0.10
H -3.950925 -1.670526 2.563910 -0.13 0.05 -0.01
H -5.687930 -1.307790 2.448086 0.07 0.01 0.04
H -5.630586 2.085520 3.518153 -0.05 -0.02 -0.10
H -6.662969 1.531583 2.189064 0.07 0.03 0.02
H -5.525024 2.869023 1.933093 -0.06 -0.08 0.05
H -3.525509 -0.224721 -0.226966 -0.16 0.04 0.00
H -4.285787 1.359929 -0.461185 -0.03 -0.04 0.02
H -5.285066 -0.079254 -0.162678 0.06 0.03 -0.05
N -4.541648 5.209910 -4.145880 -0.01 0.05 0.02
C -3.547678 4.414221 -4.742377 0.03 -0.06 0.02
O -3.355169 4.511689 -5.960187 0.01 0.00 0.00
C -2.792515 3.560725 -3.867341 0.00 -0.04 0.08
C -2.886083 3.571737 -2.434019 -0.09 -0.07 -0.17
C -2.104814 2.728403 -1.698544 0.06 -0.07 -0.09
N -1.209951 1.846508 -2.216034 -0.58 0.58 -0.80
C -1.101722 1.853842 -3.585923 0.01 0.01 0.15
C -1.841401 2.643457 -4.413362 -0.03 0.08 0.07
H -5.151217 5.602210 -4.846680 -0.03 -0.01 -0.01
H -5.039492 4.786570 -3.377891 0.01 0.00 0.01
H -3.539000 4.265163 -1.916042 0.03 -0.01 0.00
H -2.159442 2.749934 -0.609242 -0.04 -0.04 -0.03
H -0.348442 1.179222 -4.000868 -0.07 0.04 0.05
H -1.710125 2.600622 -5.487053 0.00 0.01 0.03

58
Properties=species:S:1:pos:R:3:forces:R:3 method="wB97M-V/def2-TZVPD" energy_ha=-1221.9397 smiles=CCC(C)(C)n1nnnc1[C@H](C(C)C)N(Cc1cccnc1)Cc1ccco1 gap_ev=9.163 e_homo_ev=-8.541 relative_energy_kcal_mol=87.4
C 2.785468 -0.046323 -0.915269 -0.07 -0.07 -0.16
C 1.969236 -0.379966 -2.159746 0.01 0.20 0.23
C 1.290073 0.839915 -2.812714 0.28 -0.49 -0.74
C 2.321205 1.673962 -3.576127 -0.05 -0.04 0.08
C 0.197125 0.391190 -3.789181 0.12 0.10 0.15
N 0.696410 1.697172 -1.798389 -0.93 0.18 1.05
N 1.071414 2.976690 -1.696152 0.80 0.18 -0.75
N 0.410191 3.509712 -0.760838 0.11 0.88 0.28
N -0.417926 2.636236 -0.208539 -0.66 -0.63 0.25
C -0.251719 1.495156 -0.845322 0.46 0.26 -0.55
C -0.966067 0.243406 -0.431110 -0.23 0.14 0.08
C -2.476842 0.578362 -0.333889 -0.04 -0.25 -0.15
C -3.310657 -0.596539 0.160250 0.17 0.22 0.05
C -2.983664 1.021356 -1.706904 0.11 0.10 0.24
N -0.281243 -0.209008 0.768937 -0.12 -0.22 0.01
C -0.529238 0.503484 2.010032 0.08 0.01 0.03
C 0.764666 0.666873 2.763205 0.04 0.05 0.18
C 1.677123 1.653524 2.403449 0.04 -0.06 0.12
C 2.882201 1.741088 3.078768 -0.11 -0.04 -0.05
C 3.134270 0.830937 4.094589 0.16 0.16 -0.05
N 2.272582 -0.102957 4.457319 0.21 -0.32 0.41
C 1.123083 -0.176098 3.809569 -0.27 0.17 -0.25
C 0.066609 -1.607912 0.906115 -0.13 -0.09 -0.14
C -1.034436 -2.558989 1.268928 0.24 0.19 0.82
C -1.631324 -2.869688 2.456748 0.37 0.17 -0.46
C -2.607118 -3.855535 2.169042 -0.12 -0.15 -0.49
C -2.528282 -4.076799 0.831049 -0.50 -0.24 0.61
O -1.580819 -3.300319 0.277785 0.26 0.13 -0.38
H 2.145900 0.306018 -0.109142 -0.01 0.03 0.08
H 3.530722 0.716029 -1.127156 0.11 0.08 0.03
H 3.301699 -0.936816 -0.565035 0.09 -0.06 0.06
H 1.212520 -1.121975 -1.900792 -0.05 -0.07 -0.07
H 2.619902 -0.831728 -2.910803 -0.10 -0.04 -0.08
H 1.846642 2.538243 -4.032231 0.04 0.05 -0.05
H 2.774176 1.067069 -4.355536 -0.02 -0.15 -0.04
H 3.098398 2.034921 -2.909883 0.09 0.05 -0.02
H -0.287959 1.257154 -4.234947 -0.04 0.07 -0.05
H -0.560785 -0.211099 -3.295945 -0.08 -0.08 0.04
H 0.641682 -0.202253 -4.583763 0.05 -0.08 -0.07
H -0.836039 -0.536786 -1.184834 -0.02 0.03 -0.01
H -2.591996 1.416933 0.357869 0.06 -0.02 -0.03
H -4.362414 -0.319004 0.175427 -0.11 0.01 0.00
H -3.194968 -1.453282 -0.500428 -0.01 -0.13 -0.04
H -3.025522 -0.889489 1.166237 -0.01 -0.12 0.09
H -2.896725 0.211689 -2.430173 0.00 -0.11 -0.10
H -2.427260 1.880213 -2.074634 0.00 0.10 -0.12
H -4.031121 1.305024 -1.641136 -0.10 0.02 -0.04
H -1.268938 -0.012375 2.639373 -0.04 0.07 -0.02
H -0.906900 1.493911 1.752484 -0.06 -0.12 0.14
H 1.434702 2.352236 1.616338 -0.03 0.06 -0.12
H 3.606735 2.499299 2.824858 0.07 0.06 0.00
H 4.062937 0.850142 4.649866 0.11 0.08 -0.01
H 0.448194 -0.950409 4.153641 -0.18 -0.07 -0.04
H 0.845534 -1.665291 1.673636 -0.04 -0.10 -0.14
H 0.497106 -1.952126 -0.037885 0.09 -0.02 0.08
H -1.405203 -2.458945 3.419437 0.13 0.13 0.17
H -3.267510 -4.330477 2.864886 -0.17 -0.15 0.08
H -3.065827 -4.735757 0.178661 -0.01 -0.06 -0.17

14
Properties=species:S:1:pos:R:3:forces:R:3 method="wB97M-V/def2-TZVPD" energy_ha=-1058.0711 gap_ev=9.100 e_homo_ev=-8.632 relative_energy_kcal_mol=34.1
N -0.322003 -2.327815 -0.393595 0.29 -2.10 2.00
N -0.033386 0.040578 -0.107488 0.14 2.99 1.61
O 0.392039 3.000310 -0.619513 0.37 0.48 0.05
Si 0.713444 -1.381595 0.712644 -3.18 1.45 -2.08
Si -1.214835 -0.945630 -1.011987 1.23 -0.14 1.69
Si 0.347384 2.030007 0.683388 -1.55 -4.23 -3.42
H -0.425265 -3.366804 -0.225301 -0.30 1.95 -0.75
H 1.105601 3.446266 -1.084462 -0.05 -0.42 0.23
H 0.200872 -1.159309 2.100849 0.82 -0.71 0.20
H 2.091480 -1.680356 0.395517 0.74 -0.04 0.49
H -0.893432 -0.914950 -2.363526 0.09 0.32 -2.10
H -2.745204 -0.888481 -0.995097 0.78 0.11 0.60
H -0.660325 2.590722 1.494574 -0.98 0.24 0.75
H 1.443629 1.557058 1.413997 1.59 0.09 0.73

12
Properties=species:S:1:pos:R:3:forces:R:3 method="wB97M-V/def2-TZVPD" energy_ha=-1274.9660 gap_ev=6.072 e_homo_ev=-2.525 charge=-1 relative_energy_kcal_mol=28.4
C 2.097394 -0.974127 -1.658105 0.04 2.61 -2.07
S 2.197510 -0.465507 0.045140 2.44 0.43 0.70
H 1.032875 -1.091553 -1.929205 0.72 -0.12 -0.21
H 2.746809 -1.776091 -1.893443 0.03 -1.58 0.31
H 2.655162 -0.182172 -2.390944 -1.79 -1.06 1.77
C -1.708062 1.729199 -0.886540 0.08 -2.95 0.08
S -1.324672 -0.064261 -0.335746 -0.57 1.19 0.91
S -1.162378 0.093849 1.774065 0.08 -0.19 -0.83
H -2.715203 1.677998 -1.281735 0.12 0.50 -0.37
H -1.575708 2.410574 -0.106903 -0.14 0.76 1.54
H -0.879363 1.858029 -1.528101 0.31 0.61 -1.49
H 1.032084 -0.452504 0.662861 -1.32 -0.20 -0.34

45
Properties=species:S:1:pos:R:3:forces:R:3 method="wB97M-V/def2-TZVPD" energy_ha=-2434.8648 gap_ev="4.834 / 5.061" e_homo_ev="-8.678 / -10.849" charge=+1 multiplicity=5 s2=6.0298 relative_energy_kcal_mol=99.9
Ir 9.033856 9.022863 11.583903 0.85 -2.79 2.28
N 11.110449 7.615466 15.328757 0.85 -1.14 -2.47
C 10.469037 7.779609 14.076974 -4.46 -2.34 -1.18
S 10.903949 9.165646 13.152864 -1.46 0.53 -1.40
N 9.462648 6.899149 13.686175 2.19 1.39 0.95
N 8.750799 7.192821 12.535173 2.02 2.93 0.58
C 8.134531 6.261451 11.824731 -0.98 -1.94 -2.93
C 7.754676 6.606432 10.432481 0.77 1.70 2.69
C 7.133532 5.814229 9.430731 -0.43 1.18 -0.43
C 6.765231 6.242240 8.163680 0.66 3.29 3.26
C 7.115705 7.627112 7.970851 2.24 -0.24 1.54
C 7.804225 8.383693 8.911542 -0.05 1.16 0.04
N 7.929504 7.970275 10.207621 1.37 0.14 -1.20
H 12.028833 8.017301 15.041275 -0.29 -0.50 1.41
H 11.220940 6.574573 15.433026 -0.04 1.29 0.35
H 8.038062 5.216397 12.178387 0.17 0.83 -0.05
H 6.736148 5.069051 9.998854 -1.15 -3.30 0.22
H 5.934634 6.073278 7.535502 -0.45 -2.01 -0.58
H 6.988806 8.023886 7.032650 -0.36 1.09 -2.04
H 8.296858 9.427141 8.791745 -1.47 -1.86 -0.44
O 5.637370 13.472407 10.527461 -0.44 0.61 -0.08
C 6.644668 13.324750 9.666922 -0.59 0.76 -2.01
C 6.395553 14.044774 8.429855 -0.85 1.35 1.81
C 7.303956 14.120145 7.424346 -1.50 1.12 -1.54
C 8.270777 13.154471 7.387173 4.16 0.41 -3.93
C 8.502151 12.294149 8.361905 -0.15 -0.53 4.13
C 7.792982 12.543281 9.684965 0.70 -0.73 -3.32
C 8.107093 11.613039 10.648780 1.16 -5.06 3.52
O 9.195761 10.830899 10.692376 -2.34 3.05 -1.53
N 7.127827 11.321794 11.644994 0.66 2.56 -1.31
N 7.393297 10.309511 12.373356 -0.14 -1.69 2.07
C 6.831241 10.292488 13.617165 -0.23 0.22 -0.73
S 6.190133 11.796619 14.211714 -0.20 -0.68 0.79
C 5.441510 11.027456 15.730069 0.26 -0.27 -0.09
C 6.337186 9.866512 16.136243 -0.15 -0.61 -0.71
S 6.666882 8.863653 14.609172 0.68 1.44 -0.29
H 5.702460 13.338250 11.476712 0.90 -0.65 -0.08
H 5.526420 14.720459 8.473548 0.44 -0.46 -0.12
H 7.228257 14.796113 6.496745 -0.24 -0.92 1.89
H 9.048794 13.257517 6.505864 -1.84 -0.84 1.58
H 9.197679 11.429399 8.368500 -0.28 1.13 -0.21
H 4.436667 10.647975 15.476522 0.43 0.29 -0.01
H 5.365372 11.714378 16.583282 0.07 0.21 -0.59
H 5.749237 9.166636 16.701400 -0.17 -0.20 0.68
H 7.261477 10.108251 16.684235 -0.31 0.04 -0.51